[1]
A molecular structure, C23H34BClN11O7PRe. Source: OMol25; level of theory: wB97M-V/def2-TZVPD.

Each line ends with the Mulliken spin population.
Atoms and positions in Å:
H1 -1.330 -4.946 1.323  0.00
H2 3.943 0.871 0.067  0.00
C1 -0.142 -1.194 3.968  0.02
H3 -3.833 -1.611 -1.795  0.00
H4 4.619 -2.152 0.050  0.00
O1 -3.774 0.221 -0.114  0.00
N1 1.043 5.153 0.193  0.00
H5 -4.548 2.691 -0.570  0.00
H6 -2.525 1.574 -4.119  0.00
O2 1.833 -0.340 -3.141  0.01
H7 -1.135 -3.681 4.240  0.00
H8 -2.294 -1.446 -2.642  0.00
N2 -1.299 -2.016 -0.020  0.04
C2 -1.543 -4.086 0.707  0.05
C3 1.178 3.940 0.740  0.00
H9 -3.024 -4.694 -0.820  0.00
H10 0.268 -1.920 4.651  0.00
O3 -2.469 2.428 -0.278  0.01
N3 -0.701 -0.356 2.004  -0.04
H11 -0.566 -6.271 4.752  0.00
H12 -3.787 3.681 0.707  0.00
O4 -0.369 0.150 -3.835  0.00
C4 1.465 1.496 1.843  0.02
H13 3.975 0.116 -1.515  0.00
C5 -1.696 1.874 2.754  0.01
P1 -2.490 0.907 -0.694  0.02
C6 -2.919 1.931 -3.175  0.00
H14 2.795 2.521 3.168  0.00
N4 1.993 3.814 1.790  0.01
H15 2.509 -7.158 2.346  0.00
H16 0.470 5.331 -0.612  0.00
N5 -0.915 -2.940 0.915  -0.04
Re1 -0.311 -0.224 -0.054  1.56
C7 2.812 -0.903 -0.060  0.01
H17 -4.978 -0.700 1.238  0.00
C8 3.328 0.355 -0.673  0.00
N6 0.635 1.608 0.785  -0.03
H18 -2.662 1.912 3.259  0.00
H19 0.940 -7.971 2.373  0.00
C9 -2.907 -2.119 -2.056  0.00
H20 -3.255 -0.693 1.696  0.00
C10 1.587 -7.275 2.909  0.00
H21 2.915 -3.834 1.408  0.00
C11 2.125 2.615 2.321  -0.01
H22 -1.070 2.637 3.220  0.00
H23 1.612 0.525 2.286  0.01
H24 -3.976 2.161 -3.272  0.00
C12 3.573 -2.005 0.263  0.03
C13 0.907 -5.964 3.085  0.00
C14 2.736 -2.872 0.955  0.06
H25 -4.238 0.804 1.832  0.00
N7 1.217 -4.918 2.343  0.00
O5 0.386 0.925 -1.681  0.02
C15 -2.387 -3.941 -0.389  0.02
H26 1.817 -7.719 3.877  0.00
H27 -3.503 4.074 -1.010  0.00
N8 -0.122 -1.417 2.658  -0.01
H28 1.567 5.919 0.587  0.00
C16 -2.220 -2.659 -0.854  -0.02
O6 -0.026 -1.259 -1.926  0.01
B1 0.278 -2.704 1.889  0.09
O7 -2.783 0.831 -2.225  0.00
H29 2.561 1.040 -1.011  0.00
C17 -4.067 -0.109 1.265  0.00
C18 -0.398 -4.320 3.778  0.00
H30 -0.920 0.494 5.164  0.00
C19 0.479 2.813 0.236  0.00
N9 1.532 -1.105 0.397  0.15
Cl1 0.504 -0.144 -2.795  0.01
C20 -3.674 3.277 -0.295  0.00
H31 -0.200 2.919 -0.593  0.01
H32 -2.361 2.801 -2.834  0.00
H33 -3.168 -2.967 -2.687  0.00
C21 -1.077 0.541 2.970  -0.01
C22 -0.745 0.028 4.209  0.01
C23 -0.119 -5.630 4.013  0.00
H34 -1.831 2.133 1.712  -0.01
N10 0.438 -3.876 2.782  0.00
N11 1.522 -2.332 1.033  -0.01

Summary:
**Gap between HOMO and LUMO (alpha / beta)**: 5.12 / 4.37 eV
**Largest force on an atom**: 0.7 eV/A
**Total charge**: +3
**Spin multiplicity**: 3
**E_tot**: -79714.03454 eV
**Relative energy (zero: lowest compared OMol25 entry of this formula, charge and spin)**: 0.0 kcal/mol
**LUMO level (alpha / beta)**: -11.33 / -12.08 eV


[2]
A molecular structure, C23H34Cl2N3O3Sr in a non-equilibrium geometry. Source: OMol25; level of theory: wB97M-V/def2-TZVPD.

Each line ends with the Löwdin charge.
Atoms and positions in Å:
C1 -1.262 1.286 -2.681  -0.35
H1 -3.992 2.115 1.692  0.05
C2 -1.031 2.079 -6.374  -0.12
H2 -2.598 1.261 -5.066  0.10
C3 0.272 2.772 -3.981  -0.04
H3 4.936 -0.616 1.122  0.14
H4 5.895 1.957 -0.898  0.08
N1 1.331 -0.523 2.726  0.04
Cl1 0.734 -2.471 -2.468  -0.31
H5 -1.012 -4.878 -1.275  0.08
C4 -0.647 -1.416 5.736  -0.12
H6 -1.774 -3.613 2.594  0.08
H7 0.241 -3.370 -0.459  0.00
C5 0.818 3.108 -5.234  -0.12
H8 -2.598 1.381 2.486  0.05
H9 0.142 1.674 3.484  0.10
O1 -0.505 0.694 -1.929  -0.30
C6 -3.071 3.082 -1.055  -0.15
N2 -1.109 -4.334 0.706  -0.18
H10 -2.949 -4.620 1.687  0.09
H11 -1.553 -5.388 2.448  0.09
C7 -0.424 -3.239 0.423  -0.38
H12 1.741 0.345 2.342  -0.07
H13 -2.346 1.198 -2.460  0.07
H14 0.456 -2.537 4.257  0.10
H15 -4.005 0.398 2.096  0.06
H16 5.864 1.230 0.766  0.09
H17 3.498 -0.411 -2.288  0.09
C8 -0.866 0.960 5.284  -0.10
H18 4.515 2.285 0.218  0.03
H19 1.748 3.661 -5.272  0.08
C9 -2.802 0.892 0.328  -0.18
C10 4.215 -0.527 0.293  -0.33
C11 0.507 -0.428 3.813  -0.33
Cl2 2.002 1.894 0.838  -0.16
H20 3.047 1.281 -1.768  0.07
H21 -2.395 -0.134 0.311  0.07
C12 -1.621 1.729 -5.134  -0.04
H22 -3.332 3.209 -2.114  0.06
H23 -0.547 -6.179 -0.144  0.09
C13 -2.860 1.660 -0.757  -0.15
C14 5.272 1.553 -0.100  -0.08
C15 -1.890 -4.473 1.933  -0.03
H24 -3.845 3.619 -0.476  0.06
H25 -1.641 -0.014 7.054  0.08
C16 3.880 0.552 -1.897  -0.04
C17 -3.378 1.219 1.733  -0.10
H26 -2.277 -5.749 -0.317  0.09
Sr1 0.832 -0.549 -0.379  1.16
H27 -0.887 -2.287 6.347  0.09
H28 4.644 0.989 -2.555  0.09
N3 4.572 0.393 -0.620  -0.21
H29 -1.538 1.814 -7.288  0.08
O2 3.167 -1.204 0.279  -0.18
C18 0.132 -1.552 4.582  -0.06
H30 0.635 2.983 -7.414  0.09
C19 0.195 2.747 -6.422  -0.15
C20 -0.881 1.972 -3.944  -0.19
C21 -0.071 0.821 4.130  -0.04
H31 -1.291 1.934 5.527  0.10
H32 1.995 -1.316 2.682  0.10
H33 -2.145 3.659 -0.898  0.09
H34 0.704 3.067 -3.046  0.10
C22 -1.253 -5.361 -0.327  -0.03
C23 -1.102 -0.149 6.121  -0.13
O3 -0.492 -2.134 1.005  -0.17

Summary:
**Gap between HOMO and LUMO (alpha / beta)**: 3.74 / 6.03 eV
**Largest force on an atom**: 4.5 eV/A
**Total charge**: -1
**Spin multiplicity**: 1
**E_tot**: -60898.77147 eV
**Relative energy (zero: lowest compared OMol25 entry of this formula, charge and spin)**: 22.4 kcal/mol
**LUMO level (alpha / beta)**: 2.40 / 2.40 eV


[3]
C23H34N2O2 in the gas phase. Source: OMol25; level of theory: wB97M-V/def2-TZVPD.

Each line ends with the Löwdin charge.
Atoms and positions in Å:
H1 1.196 -0.392 1.235  0.15
C1 3.934 -0.535 1.549  -0.19
H2 5.181 2.231 0.561  0.13
H3 1.327 0.508 -1.101  0.12
H4 -6.100 -0.941 -0.046  0.10
H5 7.534 2.834 0.062  0.08
C2 -5.976 -0.578 0.964  -0.17
H6 -4.586 0.255 2.351  0.13
H7 -2.907 -3.536 -1.774  0.11
H8 -6.937 2.810 0.184  0.10
C3 -6.124 2.246 -0.252  -0.15
H9 -0.581 0.304 0.262  0.12
H10 3.515 1.650 -0.917  0.12
H11 4.824 -1.014 1.959  0.12
H12 -5.455 1.119 -1.886  0.06
H13 -7.971 -0.916 1.520  0.05
O1 0.902 -2.002 -0.036  -0.01
H14 2.657 -0.607 -1.441  0.13
C4 7.825 1.802 0.244  -0.06
C5 -3.060 0.895 -0.367  -0.43
H15 2.671 -2.256 1.895  0.12
H16 -4.099 -1.403 -1.422  0.11
C6 -4.858 2.215 0.560  -0.15
C7 -1.067 -0.559 -0.166  0.05
H17 5.733 1.102 1.796  0.13
H18 -6.894 -0.198 2.812  0.06
H19 5.516 0.344 -1.860  0.08
H20 3.453 0.050 2.358  0.13
H21 6.049 2.029 -1.823  0.08
H22 -0.540 -3.755 -1.091  0.12
H23 7.984 -0.852 -0.472  0.08
C8 1.727 -0.956 0.453  -0.34
N1 4.329 0.312 0.443  -0.17
C9 -2.405 -0.442 -0.524  -0.15
C10 7.122 -0.596 0.141  -0.06
H24 7.196 0.751 -2.225  0.08
H25 -3.893 -0.942 1.235  0.12
O2 -2.629 1.873 -0.953  0.07
C11 -1.076 -2.831 -0.941  0.00
H26 8.709 1.586 -0.352  0.08
C12 2.179 -0.012 -0.662  -0.10
C13 -6.995 -0.561 1.802  0.01
H27 7.394 -0.731 1.186  0.08
C14 6.340 1.004 -1.603  -0.05
H28 8.088 1.701 1.295  0.08
C15 5.456 1.185 0.739  -0.16
H29 2.676 1.627 0.652  0.13
H30 6.309 -1.275 -0.100  0.08
C16 3.179 0.999 -0.109  -0.18
C17 -0.390 -1.757 -0.367  -0.24
H31 -4.182 2.999 0.198  0.13
H32 3.445 -2.222 0.303  0.13
C18 -6.262 1.667 -1.429  0.01
H33 -7.180 1.723 -1.988  0.06
C19 -2.396 -2.701 -1.316  -0.07
C20 -4.595 -0.107 1.314  -0.16
C21 6.689 0.846 -0.124  -0.60
N2 -4.140 0.960 0.448  -0.05
C22 2.964 -1.609 1.066  -0.11
H34 -5.083 2.402 1.615  0.12
C23 -3.070 -1.508 -1.113  -0.05

Summary:
**Gap between HOMO and LUMO**: 9.37 eV
**Largest force on an atom**: 0.5 eV/A
**Spin multiplicity**: 1
**E_tot**: -31477.22079 eV
**Relative energy (zero: lowest compared OMol25 entry of this formula, charge and spin)**: 74.6 kcal/mol
**LUMO level**: 0.81 eV


spin multiplicity of number 1 (C23H34BClN11O7PRe)? 3